1.
Formula: C3H9N3S2
Source: the Open Molecules 2025 dataset
Level of theory: ωB97M-V/def2-TZVPD

The geometry in XYZ format:
```
17
Properties=species:S:1:pos:R:3:forces:R:3:nbo_charge:R:1
C 0.468 2.269 0.193 -1.02 -0.27 -0.07 -0.029
C -2.238 -0.758 -0.019 -2.80 -1.04 0.50 -0.291
C 1.620 -1.648 -0.159 2.30 -0.49 1.38 -0.419
N -0.968 -0.384 -0.423 0.05 1.28 -0.03 -0.908
N 1.484 -0.198 -0.020 1.42 -0.11 -0.23 -1.009
N 1.733 2.360 -0.017 -1.49 -0.52 0.09 -0.719
S -3.651 0.539 0.027 1.11 -0.33 -0.11 -0.127
S 0.114 0.397 0.315 2.52 -1.05 0.17 1.576
H -2.303 -1.164 1.013 0.19 0.10 -0.47 0.185
H -2.662 -1.550 -0.713 0.87 0.91 0.75 0.217
H -3.159 1.155 -1.052 -0.18 0.15 -0.11 0.126
H 2.564 -2.057 -0.678 -1.39 1.41 0.26 0.203
H 0.759 -1.964 -0.641 -1.43 -1.27 -1.16 0.200
H 1.706 -2.215 0.816 -0.38 0.79 -0.45 0.168
H 2.075 3.250 -0.211 0.86 1.79 -0.13 0.400
H 2.307 1.550 -0.140 0.68 -1.29 -0.20 0.432
H 0.150 0.417 1.709 -1.31 -0.07 -0.21 -0.005
```
Forces are in eV/Å.

The calculation puts the total energy at -29391.14352 eV. Its multiplicity is 1.

---

2.
Formula: C42H48N4O2RbS
Source: the Open Molecules 2025 dataset
Level of theory: ωB97M-V/def2-TZVPD

The geometry in XYZ format:
```
98
Properties=species:S:1:pos:R:3:forces:R:3:lowdin_charge:R:1
Rb 1.751 0.058 -1.047 -0.40 0.27 0.01 0.762
C -1.092 -3.303 1.625 -0.09 0.01 0.21 -0.060
C -1.026 -2.721 3.043 0.10 -0.21 -0.05 -0.370
C 0.170 -3.330 3.771 -0.34 0.05 0.00 -0.074
C -1.001 -1.208 3.001 -0.04 -0.02 0.07 -0.197
C -1.991 -0.536 2.289 0.01 0.07 0.09 -0.033
C -2.012 0.840 2.216 -0.07 -0.04 0.01 -0.028
C -1.058 1.605 2.872 0.06 0.15 0.07 -0.269
C -1.119 3.100 2.816 -0.10 0.00 0.02 -0.037
C -0.083 0.942 3.599 0.00 0.04 -0.10 -0.047
C -0.047 -0.441 3.657 -0.07 -0.17 0.01 -0.046
H -1.066 -4.391 1.673 0.01 -0.12 -0.06 0.074
H -0.243 -2.957 1.035 0.06 0.02 -0.08 0.079
H -2.009 -3.016 1.117 -0.01 0.05 -0.13 0.065
H -1.941 -3.018 3.578 0.12 0.00 -0.08 0.142
H 1.097 -3.028 3.289 0.15 0.03 0.01 0.061
H 0.106 -4.416 3.736 0.03 -0.10 0.01 0.077
H 0.196 -3.031 4.816 0.11 0.04 0.12 0.080
H -2.763 -1.100 1.788 -0.09 -0.06 -0.13 0.107
H -2.780 1.337 1.643 -0.05 0.06 -0.12 0.111
H -1.446 3.424 1.832 0.04 0.13 -0.11 0.075
H -0.147 3.541 3.019 0.11 0.11 -0.02 0.072
H -1.826 3.477 3.555 -0.05 0.06 0.07 0.081
H 0.667 1.518 4.127 0.09 0.10 0.04 0.102
H 0.733 -0.916 4.230 0.08 -0.12 0.06 0.084
O 3.726 -0.075 6.768 0.17 -0.22 -0.10 0.109
C 4.317 -1.152 6.178 0.34 0.02 1.17 -0.475
O 5.058 -1.852 6.828 -0.46 0.43 -0.41 0.110
C 3.988 -1.391 4.769 -0.29 -0.21 -1.32 -0.133
C 3.460 -0.407 3.918 0.39 -0.20 0.69 -0.025
C 3.155 -0.698 2.612 -0.07 -0.37 -0.78 -0.008
C 3.346 -1.987 2.076 0.77 0.43 2.18 -0.283
C 3.900 -2.964 2.934 -0.26 0.20 -0.72 -0.011
C 4.215 -2.669 4.235 0.07 0.48 0.59 -0.003
N 2.914 -2.208 0.805 -0.26 -1.39 -2.42 0.085
C 3.329 -3.203 0.086 0.24 1.36 1.99 -0.065
C 2.813 -3.505 -1.215 -0.54 -0.69 -1.89 -0.271
C 3.422 -4.524 -1.973 -0.04 0.58 0.87 -0.014
C 2.968 -4.785 -3.245 -0.43 0.08 -0.55 -0.053
C 1.901 -4.045 -3.740 0.43 -0.28 0.21 -0.019
C 1.339 -3.081 -2.914 -0.26 0.08 -0.25 -0.127
N 1.764 -2.812 -1.696 0.43 -0.08 0.58 0.063
H 3.100 0.348 6.166 0.05 -0.11 0.05 0.089
H 3.305 0.609 4.268 -0.01 -0.02 -0.06 0.118
H 2.746 0.073 1.968 -0.04 -0.08 0.10 0.104
H 4.057 -3.968 2.570 -0.07 -0.11 0.00 0.107
H 4.632 -3.422 4.888 0.02 -0.05 0.02 0.123
H 4.148 -3.854 0.418 -0.10 0.07 0.07 0.126
H 4.247 -5.081 -1.549 0.07 -0.01 0.01 0.109
H 3.437 -5.548 -3.853 0.00 0.00 0.02 0.110
H 1.520 -4.200 -4.736 -0.05 0.05 -0.10 0.110
H 0.500 -2.494 -3.264 -0.05 0.10 -0.11 0.102
C -1.613 6.584 -1.442 0.06 -0.06 -0.03 -0.069
C -0.877 5.339 -1.027 0.17 -0.11 0.06 -0.315
C 0.335 5.450 -0.352 0.10 0.37 0.09 -0.075
C 1.001 4.298 0.066 -0.09 -0.16 0.02 -0.324
C 2.313 4.383 0.801 -0.03 0.00 -0.15 -0.060
C 0.460 3.070 -0.217 0.32 0.28 0.18 -0.089
C -0.724 2.888 -0.999 -0.03 -0.37 -0.12 -0.323
C -1.397 4.100 -1.343 -0.15 0.13 -0.02 -0.014
N -1.009 1.630 -1.267 0.41 -0.45 0.21 0.033
C -1.991 1.048 -2.134 0.13 -0.05 0.28 -0.473
C -2.738 0.005 -1.275 -0.10 -0.01 -0.42 -0.099
C -3.664 -0.854 -2.128 -0.24 -0.21 0.26 -0.297
C -4.696 0.045 -2.809 0.04 -0.01 -0.02 -0.129
C -3.974 1.058 -3.695 -0.23 0.14 -0.13 -0.297
C -3.175 0.311 -4.761 0.05 0.00 0.08 -0.121
C -2.140 -0.580 -4.075 0.20 -0.26 -0.33 -0.293
C -2.853 -1.599 -3.185 -0.08 0.17 -0.02 -0.123
C -1.213 0.286 -3.229 -0.35 0.01 -0.09 -0.100
C -3.046 1.924 -2.837 0.05 -0.15 0.01 -0.092
H -1.168 7.464 -0.985 0.00 0.12 0.04 0.062
H -2.661 6.533 -1.153 -0.12 0.02 0.01 0.070
H -1.572 6.707 -2.524 -0.03 0.05 -0.11 0.073
H 0.751 6.427 -0.151 0.06 0.12 0.08 0.088
H 2.513 5.399 1.138 0.03 0.04 0.05 0.066
H 3.130 4.077 0.140 0.05 0.03 0.09 0.076
H 2.311 3.718 1.666 0.06 -0.02 0.08 0.061
H 0.947 2.168 0.149 -0.09 0.24 0.12 0.018
H -2.337 4.075 -1.866 -0.12 -0.03 -0.08 0.075
H -3.317 0.535 -0.516 -0.01 0.06 0.13 0.111
H -1.993 -0.609 -0.761 0.03 0.02 0.02 0.111
H -4.181 -1.577 -1.483 -0.01 -0.01 -0.05 0.132
H -5.293 0.568 -2.055 -0.03 -0.01 0.03 0.115
H -5.378 -0.559 -3.414 -0.09 -0.04 -0.03 0.112
H -4.713 1.708 -4.183 0.04 -0.06 0.04 0.134
H -2.672 1.018 -5.423 0.03 0.03 -0.04 0.121
H -3.850 -0.296 -5.373 -0.03 -0.02 -0.06 0.114
H -1.551 -1.107 -4.837 -0.02 0.07 0.05 0.128
H -2.124 -2.254 -2.701 0.05 -0.07 0.03 0.109
H -3.517 -2.221 -3.790 -0.02 -0.12 -0.05 0.114
H -0.689 1.003 -3.863 0.13 0.01 0.04 0.130
H -0.461 -0.341 -2.739 0.00 -0.01 -0.02 0.063
H -3.648 2.449 -2.091 0.05 0.08 0.02 0.117
H -2.555 2.662 -3.474 0.04 0.07 0.04 0.121
S 1.732 -0.589 -6.102 -0.59 -0.58 -1.35 0.404
C 2.261 -0.109 -4.662 0.42 0.28 0.89 -1.117
N 2.658 0.232 -3.620 0.25 0.05 0.36 -0.139
```
Forces are in eV/Å.

The calculation puts the total energy at -65883.16174 eV. Its multiplicity is 1. The total charge is -1.

---

3.
Formula: C38H43N4O2
Source: the Open Molecules 2025 dataset
Level of theory: ωB97M-V/def2-TZVPD

The geometry in XYZ format:
```
87
Properties=species:S:1:pos:R:3:forces:R:3:lowdin_charge:R:1
O 1.163 -2.777 1.464 1.34 -1.24 -1.12 0.096
C 1.870 -3.637 0.921 -1.06 1.15 0.64 -0.313
C 2.034 -5.058 1.275 -0.25 -0.60 0.54 -0.093
C 1.572 -5.749 2.391 -0.01 0.18 -0.09 0.015
C 1.804 -7.129 2.451 0.18 -0.09 -0.31 -0.043
C 2.478 -7.787 1.402 -0.08 0.56 -0.06 -0.035
C 2.944 -7.065 0.283 -0.15 0.05 0.26 0.024
C 2.714 -5.692 0.248 0.01 -0.72 0.25 -0.085
C 3.076 -4.677 -0.778 0.59 -0.10 -1.21 -0.311
O 3.618 -4.830 -1.861 -0.78 0.60 1.66 0.130
N 2.606 -3.445 -0.238 0.10 1.30 -0.72 0.050
C 2.828 -2.090 -0.840 -0.06 -0.54 0.52 -0.015
C 1.614 -1.555 -1.615 -0.31 -0.48 -0.08 -0.209
C 1.798 -0.825 -2.926 0.63 0.27 -0.22 -0.115
C 0.390 -0.318 -3.276 -0.33 0.08 -0.46 -0.127
C -0.480 -0.605 -2.052 0.12 -0.63 0.66 -0.063
N 0.539 -0.720 -0.898 -0.79 -2.06 -1.34 0.009
C 0.777 0.564 -0.181 0.23 1.73 1.68 -0.148
C -0.128 0.425 1.061 0.49 -0.38 -0.74 -0.177
C 0.445 -0.097 2.224 -0.58 0.51 -0.25 -0.008
C -0.356 -0.629 3.220 -0.45 0.33 -0.47 -0.144
C -1.768 -0.536 3.107 0.49 -0.24 -0.66 -0.096
C -2.345 0.109 1.986 0.75 -0.40 -0.10 -0.134
C -1.525 0.445 0.919 0.32 0.17 0.55 -0.025
C -3.818 0.292 1.866 -0.77 -0.11 -0.22 -0.148
C -4.559 -0.027 3.164 0.04 0.11 -0.07 -0.161
C -3.999 -1.299 3.772 0.00 -0.02 -0.20 -0.165
N -2.572 -1.190 3.998 -0.45 0.19 0.91 -0.092
C -2.031 -2.228 4.848 0.15 -0.07 -0.10 -0.162
C -0.678 -1.833 5.409 0.15 0.18 0.15 -0.160
C 0.287 -1.423 4.301 0.36 -0.43 0.39 -0.147
C 0.565 1.877 -0.954 0.48 0.04 0.21 -0.169
C 1.584 2.451 -1.745 -0.59 0.16 0.01 -0.004
C 1.368 3.661 -2.407 -0.53 -0.23 0.22 -0.149
C 0.066 4.238 -2.444 -0.02 -0.19 0.22 -0.098
C -0.935 3.707 -1.601 1.11 -0.16 0.26 -0.138
C -0.579 2.666 -0.754 -0.40 -0.16 -0.41 -0.001
C -2.266 4.375 -1.501 -0.46 0.40 0.37 -0.142
C -2.624 5.058 -2.816 0.14 -0.05 -0.06 -0.163
C -1.501 5.995 -3.223 -0.33 0.29 0.10 -0.166
N -0.205 5.352 -3.191 -0.05 -0.13 -0.26 -0.078
C 0.816 6.114 -3.862 0.36 0.33 -0.04 -0.169
C 2.035 5.274 -4.200 -0.07 -0.07 -0.22 -0.162
C 2.488 4.432 -3.009 0.53 0.38 -0.27 -0.147
H 1.053 -5.200 3.182 0.14 -0.33 -0.24 0.124
H 1.456 -7.711 3.312 0.16 0.30 -0.38 0.117
H 2.633 -8.866 1.464 -0.01 0.40 -0.07 0.115
H 3.466 -7.547 -0.540 -0.09 0.00 0.19 0.127
H 3.156 -1.416 -0.037 -0.11 -0.16 -0.21 0.138
H 3.659 -2.223 -1.539 -0.16 0.08 0.04 0.139
H 1.046 -2.470 -1.861 0.07 0.31 0.09 0.165
H 2.503 0.016 -2.836 -0.14 -0.33 -0.01 0.113
H 2.190 -1.533 -3.668 -0.04 0.32 0.14 0.135
H 0.368 0.756 -3.514 0.12 -0.44 0.04 0.115
H -0.001 -0.883 -4.129 -0.02 0.28 0.10 0.123
H -1.248 0.140 -1.827 0.39 -0.16 -0.05 0.118
H -0.942 -1.609 -2.099 0.09 0.58 -0.06 0.142
H 0.186 -1.401 -0.201 -0.03 0.76 0.02 0.162
H 1.825 0.549 0.147 -0.18 -0.17 -0.01 0.149
H 1.533 -0.131 2.317 -0.30 -0.14 0.00 0.130
H -1.995 0.764 -0.015 0.11 -0.15 0.51 0.108
H -4.198 -0.362 1.066 0.03 0.15 0.13 0.127
H -4.035 1.322 1.554 0.02 -0.18 0.04 0.122
H -5.625 -0.160 2.965 0.09 0.09 0.08 0.117
H -4.443 0.807 3.867 -0.02 -0.18 -0.02 0.125
H -4.206 -2.153 3.101 -0.07 0.08 0.08 0.136
H -4.468 -1.516 4.738 0.00 0.04 -0.18 0.124
H -2.756 -2.396 5.653 0.21 -0.05 -0.09 0.124
H -1.944 -3.172 4.276 0.00 0.09 0.12 0.135
H -0.796 -0.992 6.101 -0.12 -0.16 -0.02 0.123
H -0.263 -2.676 5.965 -0.03 0.11 0.09 0.114
H 0.727 -2.320 3.835 -0.11 0.22 0.13 0.102
H 1.123 -0.848 4.717 -0.09 -0.15 0.02 0.127
H 2.590 2.009 -1.794 -0.46 0.11 0.02 0.122
H -1.225 2.525 0.110 0.05 -0.30 -0.50 0.113
H -2.237 5.124 -0.691 -0.08 -0.12 -0.21 0.135
H -3.048 3.655 -1.230 0.19 0.06 0.01 0.118
H -3.555 5.625 -2.732 0.09 -0.10 -0.01 0.119
H -2.758 4.302 -3.601 -0.02 0.07 0.12 0.124
H -1.504 6.897 -2.581 0.03 -0.24 -0.05 0.136
H -1.664 6.358 -4.247 -0.01 -0.09 0.18 0.124
H 1.104 6.989 -3.249 -0.02 -0.22 -0.08 0.136
H 0.362 6.519 -4.777 0.24 -0.06 0.10 0.123
H 1.784 4.617 -5.042 0.08 0.05 0.12 0.123
H 2.835 5.944 -4.527 -0.03 -0.13 -0.02 0.117
H 3.283 3.751 -3.322 0.06 0.07 0.06 0.116
H 2.918 5.103 -2.245 -0.09 -0.22 -0.18 0.135
```
Forces are in eV/Å.

Its SMILES is O=C1c2ccccc2C(=O)N1C[C@@H]1CCC[N@@H+]1C(c1cc2c3c(c1)CCCN3CCC2)c1cc2c3c(c1)CCCN3CCC2. The calculation puts the total energy at -50155.47461 eV. Its multiplicity is 1. The total charge is +1.